1.
{
  "formula": "C29H52BCaCl5F7LiN2O17PS2",
  "method": "ωB97M-V/def2-TZVPD",
  "elements": ["C", "C", "O", "C", "C", "C", "C", "O", "C", "C", "C", "C", "C", "C", "N", "F", "C", "C", "P", "O", "O", "S", "O", "O", "C", "F", "F", "C", "F", "F", "F", "C", "C", "O", "C", "B", "O", "O", "C", "H", "H", "H", "H", "H", "H", "H", "H", "H", "H", "H", "H", "H", "H", "H", "H", "H", "H", "H", "H", "H", "H", "H", "H", "H", "H", "H", "H", "O", "H", "H", "C", "O", "H", "H", "H", "Li", "C", "Cl", "Cl", "Cl", "H", "F", "Ca", "Cl", "C", "C", "Cl", "H", "H", "H", "H", "C", "C", "O", "H", "H", "H", "H", "H", "H", "O", "S", "O", "O", "O", "C", "C", "O", "N", "C", "H", "H", "H", "H", "H", "H", "H", "H"],
  "coordinates": [[-3.029, -7.118, 2.273], [-2.755, -6.669, 0.832], [-2.973, -5.265, 0.637], [-1.805, -4.532, 0.892], [-2.021, -3.007, 0.720], [-0.594, -2.422, 0.526], [0.404, -2.583, 1.675], [0.673, -3.636, 2.193], [1.150, -1.362, 2.136], [2.245, -1.523, 2.966], [2.995, -0.454, 3.402], [2.684, 0.851, 3.025], [1.584, 1.004, 2.180], [0.835, -0.069, 1.759], [-2.581, -2.964, -0.681], [-2.037, -1.689, -1.807], [-4.048, -2.812, -0.670], [-4.267, -1.882, 0.526], [-4.259, -0.088, -0.179], [-4.843, -0.115, -1.704], [-5.114, 0.869, 0.818], [-6.003, -2.127, 1.005], [-6.777, -1.598, -0.084], [-6.408, -1.443, 2.197], [-6.523, -3.908, 1.179], [-5.527, -4.781, 1.238], [-7.265, -4.229, 0.114], [-7.463, -4.158, 2.392], [-6.846, -3.950, 3.588], [-8.584, -3.464, 2.309], [-7.830, -5.423, 2.331], [-3.107, -2.250, 1.552], [-2.542, -0.917, 2.100], [-1.698, -1.208, 3.193], [-1.527, -0.124, 4.086], [-3.650, -2.890, 2.941], [-3.640, -4.238, 3.239], [-4.221, -2.072, 3.873], [-4.218, -2.593, 5.197], [-2.859, -8.191, 2.346], [-2.301, -6.641, 2.933], [-4.056, -6.853, 2.509], [-3.406, -7.202, 0.139], [-1.726, -6.951, 0.575], [-1.507, -4.706, 1.935], [-0.954, -4.896, 0.301], [-0.577, -1.370, 0.244], [-0.163, -2.946, -0.335], [2.541, -2.517, 3.271], [3.842, -0.610, 4.057], [3.254, 1.718, 3.374], [1.280, 1.982, 1.844], [-0.010, 0.146, 1.118], [-2.434, -3.798, -1.238], [-4.446, -3.833, -0.640], [-4.282, -2.472, -1.679], [-5.550, 0.533, -1.838], [-4.711, 1.745, 0.758], [-1.989, -0.338, 1.359], [-3.389, -0.316, 2.449], [-2.294, 0.650, 4.003], [-0.548, 0.355, 4.007], [-1.595, -0.525, 5.101], [-2.799, -4.518, 3.617], [-4.468, -1.778, 5.878], [-4.951, -3.386, 5.356], [-3.224, -2.938, 5.480], [-10.045, -4.684, 5.190], [-10.798, -4.871, 4.617], [-9.411, -4.263, 4.614], [-6.466, -8.014, 3.584], [-5.663, -9.027, 3.413], [-7.492, -8.230, 3.989], [-6.100, -7.179, 4.339], [-6.700, -7.395, 2.682], [-7.415, -4.658, 5.324], [3.928, 4.690, 1.422], [5.490, 4.962, 2.209], [3.228, 3.144, 1.897], [2.809, 5.989, 1.801], [4.083, 4.687, 0.348], [0.927, 4.891, 1.295], [-0.704, -1.271, -3.030], [9.556, 7.280, -1.620], [8.396, 7.903, -0.419], [7.580, 6.812, 0.221], [6.427, 6.046, -0.904], [7.762, 8.634, -0.914], [8.982, 8.416, 0.342], [6.989, 7.234, 1.031], [8.215, 6.029, 0.630], [9.341, 5.490, -5.751], [8.551, 6.786, -5.821], [7.893, 7.044, -4.602], [8.679, 4.656, -5.508], [9.836, 5.287, -6.704], [10.100, 5.531, -4.969], [7.781, 6.730, -6.596], [9.215, 7.625, -6.058], [8.562, 7.104, -3.914], [2.034, 5.696, -4.020], [3.190, 6.162, -3.236], [4.438, 5.686, -3.864], [3.091, 5.623, -1.857], [3.181, 7.627, -3.188], [3.474, 4.670, -8.311], [4.197, 3.974, -7.214], [3.740, 3.226, -6.426], [5.649, 4.344, -6.974], [6.562, 3.161, -7.150], [2.529, 4.166, -8.485], [3.287, 5.706, -8.018], [4.062, 4.652, -9.232], [5.933, 5.148, -7.533], [5.672, 4.577, -5.963], [7.564, 3.479, -6.877], [6.540, 2.853, -8.192], [6.230, 2.365, -6.494]],
  "charge": 1,
  "gap_ev": 0.8,
  "fmax_ha_per_bohr": 0.1517,
  "homo_energy_ev": -7.1
}



2.
{
  "formula": "C4H12",
  "method": "ωB97M-V/def2-TZVPD",
  "elements": ["C", "C", "H", "H", "H", "H", "H", "H", "C", "C", "H", "H", "H", "H", "H", "H"],
  "coordinates": [[1.942, 0.852, 0.217], [2.612, -0.170, 1.116], [0.858, 0.713, 0.221], [2.162, 1.879, 0.483], [2.229, 0.630, -0.815], [3.699, -0.147, 1.037], [2.308, -1.180, 0.861], [2.399, -0.058, 2.185], [-1.964, -0.960, -0.863], [-2.588, 0.385, -0.461], [-2.593, -1.838, -0.686], [-1.760, -1.020, -1.941], [-1.015, -1.184, -0.359], [-3.556, 0.217, 0.001], [-1.997, 0.857, 0.328], [-2.735, 1.023, -1.321]],
  "smiles": "CC.CC",
  "e_above_lowest_ev": 0.200,
  "gap_ev": 12.9,
  "fmax_ha_per_bohr": 0.0195,
  "homo_energy_ev": -11.8
}